# C5H10Cl10

A cluster of 5 separate species, C5H10Cl10 in total (the ωB97M-V functional and the def2-TZVPD basis, the OMol25 dataset).

Results
gap between HOMO and LUMO: 11.20 eV
structure (SMILES): ClCCl.ClCCl.ClCCl.ClCCl.ClCCl

Bonds (Å) are listed after each position.
Cartesian coordinates (Å):
1 C 7.004 4.860 13.399  Cl2 1.790, Cl3 1.721, H4 1.130, H5 1.080
2 Cl 8.580 4.047 13.152  C1 1.790
3 Cl 7.118 5.799 14.837  C1 1.721
4 H 6.895 5.579 12.535  C1 1.130
5 H 6.243 4.096 13.450  C1 1.080
6 C 13.814 6.284 11.707  Cl7 1.757, Cl8 1.697, H9 1.075, H10 1.093
7 Cl 12.950 5.567 10.354  C6 1.757
8 Cl 13.143 7.764 12.197  C6 1.697
9 H 13.883 5.640 12.565  C6 1.075
10 H 14.842 6.456 11.380  C6 1.093
11 C 6.898 7.249 7.363  Cl12 1.733, Cl13 1.763, H14 1.124, H15 1.062
12 Cl 7.955 8.574 7.000  C11 1.733
13 Cl 5.562 7.100 6.223  C11 1.763
14 H 7.467 6.285 7.271  C11 1.124
15 H 6.418 7.387 8.301  C11 1.062
16 C 9.373 6.471 10.336  Cl17 1.790, Cl18 1.763, H19 1.051, H20 1.070
17 Cl 8.166 7.633 10.965  C16 1.790
18 Cl 8.614 5.062 9.598  C16 1.763
19 H 9.902 6.970 9.577  C16 1.051
20 H 10.070 6.131 11.073  C16 1.070
21 C 10.730 6.755 5.197  Cl22 1.786, Cl23 1.703, H24 1.083, H25 1.075
22 Cl 9.380 5.642 5.554  C21 1.786
23 Cl 11.698 7.040 6.568  C21 1.703
24 H 11.388 6.238 4.509  C21 1.083
25 H 10.201 7.586 4.765  C21 1.075

# C5H10ClN

An isolated molecule of C5H10ClN (the ωB97M-V functional and the def2-TZVPD basis, the OMol25 dataset).

Results
gap between HOMO and LUMO: 10.61 eV
structure (SMILES): C/C=N/C(C)(C)Cl

Bonds (Å) are listed after each position.
Cartesian coordinates (Å):
1 C 1.268 -0.935 0.256  C2 1.439, N6 1.260, H8 1.021
2 C 2.575 -0.918 -0.347  C1 1.439, H9 1.185, H10 1.186, H11 1.046
3 C -1.939 -0.112 -0.815  C5 1.554, H12 1.153, H13 1.164, H14 1.002
4 C -1.099 1.388 1.146  C5 1.521, H15 1.137, H16 1.086, H17 1.172
5 C -0.992 0.064 0.405  C3 1.554, C4 1.521, N6 1.579, Cl7 1.759
6 N 0.435 -0.131 -0.243  C1 1.260, C5 1.579
7 Cl -1.363 -1.321 1.424  C5 1.759
8 H 1.075 -1.587 1.018  C1 1.021
9 H 2.595 -0.030 -1.132  C2 1.185
10 H 2.893 -1.850 -1.008  C2 1.186
11 H 3.288 -0.912 0.418  C2 1.046
12 H -2.318 0.822 -1.373  C3 1.153
13 H -2.895 -0.666 -0.447  C3 1.164
14 H -1.498 -0.667 -1.523  C3 1.002
15 H -2.199 1.365 1.437  C4 1.137
16 H -0.438 1.196 1.986  C4 1.086
17 H -0.703 2.328 0.569  C4 1.172

# C5H10ClN

An isolated molecule of C5H10ClN (the ωB97M-V functional and the def2-TZVPD basis, the OMol25 dataset).

Results
gap between HOMO and LUMO: 10.26 eV
structure (SMILES): ClCCN1CCC1

Bonds (Å) are listed after each position.
Cartesian coordinates (Å):
1 C -1.258 -1.189 0.289  C2 1.493, H6 1.109, H7 1.094, Cl17 1.798
2 C 0.022 -0.855 -0.402  C1 1.493, H8 1.148, H9 1.133, N16 1.436
3 C 1.741 0.971 -0.430  C4 1.547, H10 1.072, H11 1.073, N16 1.534
4 C 1.353 2.044 -1.474  C3 1.547, C5 1.538, H12 1.085, H13 1.080
5 C 0.110 1.175 -1.729  C4 1.538, H14 1.122, H15 1.092, N16 1.447
6 H -1.506 -2.185 -0.133  C1 1.109
7 H -2.033 -0.439 0.110  C1 1.094
8 H 0.912 -1.505 -0.083  C2 1.148
9 H -0.135 -1.193 -1.472  C2 1.133
10 H 2.211 1.331 0.464  C3 1.072
11 H 2.443 0.279 -0.853  C3 1.073
12 H 2.064 2.052 -2.295  C4 1.085
13 H 1.004 2.949 -0.999  C4 1.080
14 H -0.841 1.719 -1.973  C5 1.122
15 H 0.281 0.512 -2.581  C5 1.092
16 N 0.262 0.560 -0.428  C2 1.436, C3 1.534, C5 1.447
17 Cl -1.062 -1.195 2.076  C1 1.798

# C5H10ClN

An isolated molecule of C5H10ClN (the ωB97M-V functional and the def2-TZVPD basis, the OMol25 dataset).

Results
gap between HOMO and LUMO: 9.82 eV
structure (SMILES): C[C@@H]1C[C@H](Cl)N1C

Bonds (Å) are listed after each position.
Cartesian coordinates (Å):
1 C -0.619 1.237 -0.679  C2 1.535, C3 1.562, H8 1.192, H9 1.065
2 C 0.542 0.451 -0.052  C1 1.535, C4 1.527, N6 1.464, H10 1.079
3 C -1.473 -0.037 -0.386  C1 1.562, N6 1.532, Cl7 1.719, H11 1.130
4 C 1.392 1.140 1.012  C2 1.527, H12 1.115, H13 1.092, H14 1.073
5 C 0.097 -2.058 -0.148  N6 1.426, H15 1.092, H16 1.074, H17 1.050
6 N -0.264 -0.736 0.243  C2 1.464, C3 1.532, C5 1.426
7 Cl -2.900 0.162 0.552  C3 1.719
8 H -0.896 2.115 0.077  C1 1.192
9 H -0.680 1.412 -1.728  C1 1.065
10 H 1.191 0.185 -0.872  C2 1.079
11 H -1.825 -0.569 -1.320  C3 1.130
12 H 2.227 0.460 1.301  C4 1.115
13 H 0.886 1.399 1.945  C4 1.092
14 H 1.778 2.101 0.731  C4 1.073
15 H -0.851 -2.559 -0.355  C5 1.092
16 H 0.786 -2.177 -0.964  C5 1.074
17 H 0.610 -2.527 0.641  C5 1.050